{"formula": "C34H96BeNO15", "method": "ωB97M-V/def2-TZVPD", "elements": ["Be", "C", "C", "C", "C", "C", "C", "N", "O", "C", "C", "C", "H", "H", "H", "H", "H", "H", "H", "H", "H", "H", "H", "H", "H", "H", "H", "H", "H", "H", "C", "C", "O", "H", "H", "H", "H", "H", "H", "C", "C", "O", "H", "H", "H", "H", "H", "H", "C", "C", "O", "H", "H", "H", "H", "H", "H", "C", "C", "O", "H", "H", "H", "H", "H", "H", "C", "C", "O", "H", "H", "H", "H", "H", "H", "C", "C", "O", "H", "H", "H", "H", "H", "H", "C", "C", "O", "H", "H", "H", "H", "H", "H", "C", "C", "O", "H", "H", "H", "H", "H", "H", "O", "H", "H", "O", "H", "H", "O", "H", "H", "C", "C", "C", "O", "H", "H", "H", "H", "H", "H", "H", "H", "C", "C", "C", "O", "H", "H", "H", "H", "H", "H", "H", "H", "C", "C", "C", "O", "H", "H", "H", "H", "H", "H", "H", "H"], "positions_angstrom": [[2.69131, -3.47209, -0.73024], [-1.57026, 0.33506, -1.91261], [-0.13584, 0.66569, -1.46841], [-0.10230, 1.99758, -0.68173], [-0.77083, 1.91667, 0.69528], [-0.04504, 0.80600, 1.47681], [0.08720, -0.55814, 0.76967], [0.56024, -0.32558, -0.61863], [0.95467, -1.45631, -1.24374], [-1.28190, -1.28513, 0.73524], [1.07392, -1.44993, 1.55622], [0.77533, 1.05502, -2.67089], [-2.31481, 0.70523, -1.20729], [-1.80017, -0.71339, -2.09608], [-1.75996, 0.86087, -2.84921], [-0.62259, 2.72581, -1.30686], [0.92841, 2.27089, -0.45792], [-1.85620, 1.80136, 0.71452], [-0.61428, 2.87267, 1.19828], [-0.63977, 0.61222, 2.37694], [0.82994, 1.29836, 1.90780], [-1.63526, -1.29238, 1.76739], [-1.19531, -2.26450, 0.26481], [-2.04053, -0.75885, 0.16126], [1.42440, -2.34438, 1.04201], [0.54207, -1.64373, 2.48609], [2.01924, -0.91432, 1.67071], [1.67141, 1.52341, -2.27297], [0.17803, 1.62651, -3.37873], [1.16285, 0.20430, -3.24039], [-5.58019, -3.10297, 3.44238], [-5.05634, -1.67230, 3.56999], [-4.15861, -1.53488, 2.47673], [-4.74822, -3.79785, 3.34594], [-6.34345, -3.26287, 2.68145], [-6.11873, -3.33751, 4.36765], [-4.43281, -1.60815, 4.46650], [-5.90833, -0.99370, 3.62697], [-4.21160, -0.66836, 2.06186], [-0.75424, 5.21554, 3.85460], [-0.47634, 5.00865, 5.30926], [-1.55669, 5.39670, 6.16859], [-1.26071, 4.36927, 3.39031], [0.21441, 5.36837, 3.37183], [-1.31022, 6.13476, 3.66760], [0.48552, 5.41926, 5.61707], [-0.36108, 3.96007, 5.61224], [-2.41672, 5.23208, 5.77691], [-2.29622, -2.14634, -4.79704], [-0.80532, -1.78881, -4.87111], [-0.27793, -2.51025, -3.73714], [-2.79667, -1.51082, -5.54252], [-2.80487, -2.02605, -3.84531], [-2.49921, -3.14228, -5.19009], [-0.63867, -0.71087, -4.81730], [-0.31586, -2.18233, -5.76039], [-0.36340, -1.99837, -2.92055], [3.96781, 0.01077, 3.71698], [5.15789, 0.26988, 4.66270], [4.70716, 0.57869, 5.96464], [3.45467, 0.92823, 3.44142], [3.28327, -0.73499, 4.12676], [4.37777, -0.50935, 2.84441], [5.55976, 1.21008, 4.26090], [5.99802, -0.40753, 4.53627], [4.18403, 1.37987, 6.00904], [-3.16672, 4.39840, 0.31952], [-3.31396, 4.46481, -1.21301], [-4.69337, 4.53154, -1.47661], [-3.59478, 3.44751, 0.64393], [-3.83266, 5.17646, 0.69608], [-2.11505, 4.43234, 0.59414], [-2.90928, 3.47263, -1.44959], [-2.70126, 5.31395, -1.52151], [-4.80170, 4.50427, -2.44140], [-4.46636, 1.59245, -4.64838], [-4.36799, 2.98152, -5.25878], [-4.71959, 3.90992, -4.22872], [-5.42022, 1.14157, -4.37997], [-3.80604, 1.59228, -3.78201], [-4.06588, 0.88575, -5.38126], [-5.00391, 3.14413, -6.13067], [-3.33678, 3.13563, -5.58569], [-4.84579, 4.79898, -4.57591], [-1.85688, -3.63097, 4.01828], [-2.05296, -4.72757, 2.95660], [-0.74036, -5.22361, 2.60289], [-2.38902, -2.69483, 3.81861], [-0.85095, -3.20241, 4.01738], [-2.07566, -3.91994, 5.04573], [-2.43764, -4.39212, 1.99286], [-2.71158, -5.53415, 3.28351], [-0.49393, -5.67027, 3.42230], [-4.20207, -3.63645, -0.04228], [-5.07278, -2.54856, -0.61895], [-6.02917, -3.09066, -1.49109], [-4.75451, -4.45775, 0.42682], [-3.57042, -3.25490, 0.75977], [-3.60149, -4.16953, -0.78312], [-4.32797, -1.95256, -1.16994], [-5.45208, -1.92111, 0.19077], [-6.67029, -2.39367, -1.66242], [2.40767, -3.08695, -3.12196], [1.64693, -3.21030, -3.71307], [3.10863, -2.74089, -3.68549], [0.65781, -4.54387, 0.05931], [0.38917, -5.46468, -0.03747], [-0.02669, -4.14597, 0.61369], [4.01202, -1.71488, 0.16995], [4.64137, -1.90920, 0.87161], [3.96165, -0.73496, 0.12838], [4.48046, 4.89685, -2.95752], [3.26227, 5.11473, -3.80857], [2.08932, 4.12780, -3.69898], [2.84911, 6.47577, -3.73358], [4.77458, 3.92339, -2.56505], [4.37373, 5.38882, -1.98043], [5.33049, 5.43967, -3.37573], [3.48980, 5.05713, -4.88218], [1.47518, 4.20001, -4.59894], [1.45551, 4.51661, -2.89932], [2.50679, 3.12529, -3.73686], [3.59245, 7.07913, -3.79730], [3.52315, -3.44599, 2.91588], [4.01912, -4.80506, 2.45986], [3.16631, -5.95021, 3.02433], [3.90009, -4.88214, 0.98486], [3.60128, -3.33259, 3.99526], [2.47463, -3.36038, 2.62052], [4.03649, -2.63647, 2.40965], [5.08588, -4.94648, 2.64267], [3.24166, -6.06719, 4.10302], [3.60901, -6.86518, 2.62095], [2.18135, -5.76831, 2.59672], [4.28190, -5.76192, 0.86787], [5.50172, 2.19334, -1.28395], [4.28216, 1.40496, -1.75816], [4.66285, 0.15004, -2.56350], [3.74518, 0.90665, -0.52918], [6.16328, 2.36148, -2.13677], [6.09149, 1.61833, -0.57052], [5.22411, 3.14028, -0.82488], [3.58637, 1.97915, -2.37299], [5.29931, 0.49074, -3.38588], [3.81447, -0.41147, -2.95884], [5.25079, -0.57145, -1.99597], [2.81840, 0.62869, -0.63622]], "forces_ev_per_angstrom": [[-1.1639, 1.8626, 0.1922], [-0.0921, 0.2314, -0.3104], [1.4228, 0.9258, 0.0801], [-1.5824, -0.3991, 0.7265], [0.4175, -0.3624, -0.1456], [-1.2887, 0.4363, 1.0561], [-0.0479, 0.0462, -1.0679], [1.2722, -0.4257, 0.4471], [-0.4696, -0.8004, -0.1292], [0.1672, 0.6792, 0.3322], [0.0032, 1.2159, -0.6671], [-0.1844, -1.7901, -0.0424], [0.0493, -0.0165, 0.0562], [0.2921, -0.1230, 0.0878], [-0.0533, 0.0114, -0.0463], [0.3594, 0.3227, 0.0104], [0.0907, 0.1706, -0.4699], [0.0070, -0.2887, -0.4346], [0.1096, -0.0628, 0.1380], [-0.0358, -0.0917, 0.0746], [0.7201, -0.7207, -0.5206], [-0.1822, -0.6474, -0.0476], [0.0906, -0.1508, 0.2770], [0.0984, 0.1430, 0.0867], [-0.8166, -0.2312, -0.0247], [0.5624, -0.3206, 0.2684], [-0.2101, 0.2178, 0.5927], [-0.3118, 0.5371, -0.2588], [0.3740, 0.5773, 0.1862], [-0.3072, -0.3046, 0.1435], [-0.6464, 0.1767, 1.2364], [0.1778, -1.6127, -0.1075], [0.0586, 0.8430, -0.6910], [-0.0894, -0.0441, -0.1674], [0.3928, 0.2342, -0.4369], [0.2059, -0.1618, 0.1015], [-0.4096, 0.2108, 0.2406], [0.3359, 0.3926, -0.2939], [-0.0552, 0.0615, 0.1944], [0.6522, 0.1769, -0.5485], [-0.8835, -1.4944, 1.2490], [0.5325, 1.0590, 0.4368], [-0.1012, 0.0808, -0.0098], [-0.1115, -0.2125, -0.3360], [-0.1289, -0.0406, 0.1579], [-0.4772, 0.8730, 0.2553], [0.3472, -0.3251, -0.8842], [0.1618, -0.1353, -0.3520], [-0.3443, 0.8169, -2.4439], [-1.3163, -1.1418, 1.7881], [1.2601, 0.0400, -0.4201], [-0.3113, 0.0925, 0.2638], [0.4095, 0.1586, 0.2064], [0.2957, -0.2260, 0.3856], [0.1226, -0.0313, 0.1667], [-0.1303, 0.0003, -0.0254], [0.3272, 0.0867, -0.0138], [0.8733, -1.4498, 0.1723], [-1.3194, 2.8442, -1.4164], [0.6946, -1.4462, 0.9169], [-0.0639, -0.0738, -0.0287], [-0.1946, 0.2955, 0.2597], [-0.1333, 0.5083, -0.3708], [0.4377, -0.0734, -0.0850], [-0.3789, -0.6264, 1.0180], [0.0768, 0.1252, -0.4709], [-1.0291, -0.0234, -0.7307], [0.2728, -1.0365, 2.1783], [0.2569, 0.4381, -0.5677], [0.0710, 0.0009, 0.1555], [0.5851, 0.2128, 0.5416], [-0.1234, 0.3971, 0.2968], [0.2347, 0.3128, -1.2310], [-0.2097, -0.0946, -0.7467], [-0.0735, -0.3297, 0.3147], [0.6987, -0.4229, -0.6588], [-0.5639, -0.0544, 0.3625], [-0.0109, 0.3027, 0.0238], [-0.3318, 0.7920, 0.0736], [-0.0703, -0.1927, 0.1283], [0.2581, 0.0004, 0.0643], [-0.1498, -0.2207, 0.0238], [0.0766, 0.0790, 0.0860], [0.0655, -0.1255, -0.3177], [-0.3037, 1.0598, -0.1238], [0.7233, 0.7952, -0.2980], [-0.4562, -0.6839, 0.5568], [-0.6784, -0.4320, -0.1072], [0.3504, -0.7148, -0.1710], [-0.0869, -0.2497, -0.0944], [-0.2225, 0.4188, 0.3576], [0.1166, -0.0290, 0.1551], [0.6466, -0.1304, -0.3170], [-0.1311, -1.3007, 0.6622], [1.7331, -0.0633, -0.0058], [-0.4269, 0.2367, 0.1509], [-0.4364, 0.2487, 0.0378], [0.0751, 0.2979, -0.2822], [0.1180, 0.4328, -0.2404], [-0.4065, 0.4859, -0.1875], [-0.4486, -0.1512, -0.0944], [-0.0965, -0.1672, -0.1857], [0.7106, -0.4942, 0.4858], [-0.6459, 0.2079, 0.4456], [0.1383, -0.0308, 0.1897], [0.7432, 0.2296, -0.5036], [0.1258, -0.0289, 0.0128], [0.1780, 0.1237, 0.1492], [-0.1022, -0.9453, -0.0885], [0.0834, -0.1349, -0.1279], [-0.0701, 0.1191, -0.5751], [0.5185, 0.6316, 1.6001], [0.1586, -0.0157, -2.3261], [0.2176, 1.7801, -0.3004], [-1.2449, 0.0786, 0.8906], [-0.2217, -0.1554, -1.2787], [-0.5598, 0.3578, -0.1129], [0.1680, -0.4126, -0.2333], [0.8862, -0.6314, 0.1283], [0.0490, 0.1924, -0.0475], [-0.0098, -1.0845, 0.5380], [-0.3335, -0.0937, 0.8014], [0.2183, -0.2164, -0.0323], [-0.1687, -0.4519, -0.5000], [-0.4509, 0.3548, 0.2143], [1.2104, 0.2564, -0.8672], [0.0012, 0.1945, 0.3190], [0.0766, 0.0001, -0.0184], [-0.0279, -0.0118, 0.2246], [0.1815, -0.0110, 0.3198], [-0.0268, 0.0842, 0.3035], [-0.3777, 0.3844, 0.0565], [-0.3941, -0.2221, -0.0616], [-0.2887, -0.3886, 0.5099], [-0.1836, 0.0782, -0.9474], [0.1958, -0.2057, -0.8084], [1.1997, -1.8236, 0.5524], [0.7086, 0.5700, -0.6384], [-1.4699, 0.2327, 0.7147], [-0.0089, 0.3062, 0.0694], [-0.2392, -0.1773, 0.0830], [0.0164, -0.0844, 0.0387], [-0.0510, 0.2560, 0.5334], [-0.1521, -0.2768, -0.2490], [-0.2467, 0.3360, 0.0234], [0.0746, 0.2635, 0.3148], [-0.1702, 0.1476, -0.1493]], "lowdin_charge": [0.98, -0.02, -0.45, -0.13, -0.17, -0.12, -0.45, -0.14, -0.18, -0.01, -0.03, -0.03, 0.07, 0.07, 0.07, 0.12, 0.12, 0.09, 0.09, 0.12, 0.12, 0.07, 0.08, 0.06, 0.01, 0.09, 0.07, 0.04, 0.09, 0.08, -0.08, -0.29, -0.12, 0.06, 0.08, 0.08, 0.10, 0.12, 0.09, -0.10, -0.32, -0.09, 0.06, 0.07, 0.08, 0.11, 0.10, 0.08, -0.08, -0.26, -0.13, 0.07, 0.06, 0.08, 0.10, 0.11, 0.04, -0.09, -0.31, -0.07, 0.08, 0.07, 0.04, 0.11, 0.11, 0.09, -0.09, -0.33, -0.07, 0.07, 0.08, 0.05, 0.09, 0.12, 0.04, -0.07, -0.28, -0.10, 0.08, 0.05, 0.07, 0.11, 0.11, 0.10, -0.07, -0.26, -0.12, 0.05, 0.06, 0.08, 0.08, 0.12, 0.08, -0.10, -0.34, -0.05, 0.08, 0.03, 0.08, 0.10, 0.10, 0.09, -0.07, 0.04, 0.05, -0.05, 0.07, 0.03, -0.08, 0.04, 0.03, -0.05, -0.49, -0.04, -0.05, 0.02, 0.09, 0.09, 0.13, 0.08, 0.09, 0.06, 0.09, -0.04, -0.42, -0.03, -0.11, 0.10, 0.07, 0.04, 0.14, 0.09, 0.08, 0.08, 0.09, -0.06, -0.44, -0.04, -0.09, 0.09, 0.09, 0.08, 0.10, 0.09, 0.06, 0.08, 0.07], "fmax_ev_per_a": 3.440, "total_charge": 1, "e_lumo_ev": -4.70}